Entry 1:
Molecular formula: C9H14O
Method: DFT, the ωB97M-V functional and the def2-TZVPD basis

Geometry (Å):
C (1.33122, -0.22023, -3.41369)
C (0.75619, -0.56713, -2.05751)
C (1.23771, 0.10351, -0.93477)
C (0.82853, -0.20560, 0.36321)
C (0.02445, -1.34793, 0.40318)
O (-0.19619, -1.80369, 1.71324)
C (-0.46563, -2.10949, -0.64467)
C (-0.10575, -1.64725, -1.92741)
H (2.20467, -0.82205, -3.67929)
H (1.73352, 0.79286, -3.42393)
H (0.60023, -0.27669, -4.22420)
H (1.79108, 1.01157, -1.13778)
H (1.20486, 0.21708, 1.27299)
H (0.15041, -2.66895, 1.92867)
H (-1.00687, -3.01976, -0.44754)
H (-0.52757, -2.23097, -2.73258)
C (-0.97065, 2.52222, 2.63348)
C (-1.38496, 1.17791, 2.01637)
H (-1.12068, 3.40801, 2.02380)
H (-1.35040, 2.60924, 3.64852)
H (0.12183, 2.51516, 2.67596)
H (-1.67464, 1.30110, 0.97642)
H (-2.37812, 0.78604, 2.35612)
H (-0.80323, 0.47504, 2.61139)

Properties
- Highest occupied orbital energy: -8.6 eV
- Lowest unoccupied orbital energy: 0.890 eV
- Energy relative to the best compared isomer or geometry (same formula, charge and spin): 1.531 eV
- Max |F|: 3.2 eV/A
- DFT total energy: -426.51654 Ha
- Orbital gap: 9.46 eV

***

Entry 2:
Molecular formula: C4H16N8O4
Method: DFT, the ωB97M-V functional and the def2-TZVPD basis

Geometry (Å):
N (-2.09169, -3.94587, 1.96602)
C (-1.61668, -2.64973, 1.80160)
N (-0.30210, -2.55849, 1.50306)
O (-2.36554, -1.68924, 1.92792)
H (-1.52009, -4.74155, 1.76686)
H (-3.09425, -3.98067, 2.00127)
H (0.38896, -3.25173, 1.70682)
H (-0.03839, -1.58543, 1.36022)
N (-3.29298, 1.83812, -2.47201)
C (-2.85540, 3.00316, -1.82480)
N (-1.62415, 3.42391, -2.21259)
O (-3.58044, 3.63605, -1.07640)
H (-2.73499, 1.49300, -3.22284)
H (-4.16947, 1.51198, -2.10488)
H (-1.28095, 4.33229, -1.96288)
H (-1.20622, 2.80997, -2.88429)
N (-0.84115, 0.05096, -0.66177)
C (0.28174, 0.54901, -0.08446)
N (0.35981, 1.89581, -0.07337)
O (1.09144, -0.17149, 0.53036)
H (-0.87725, -0.88626, -1.02510)
H (-1.54408, 0.65222, -1.04702)
H (-0.29730, 2.44994, -0.60354)
H (1.01721, 2.39940, 0.49363)
N (3.97717, -0.34371, 1.93744)
C (4.54232, -0.62960, 0.72128)
N (3.67924, -0.66610, -0.31121)
O (5.76579, -0.78647, 0.60621)
H (4.52888, -0.46847, 2.76190)
H (2.97965, -0.22637, 1.91584)
H (2.66074, -0.58625, -0.21722)
H (4.06020, -0.87839, -1.21604)

Properties
- Highest occupied orbital energy: -9.2 eV
- Lowest unoccupied orbital energy: -0.009 eV
- Energy relative to the best compared isomer or geometry (same formula, charge and spin): 0.667 eV
- Max |F|: 2.3 eV/A
- DFT total energy: -901.17750 Ha
- Orbital gap: 9.20 eV

***

Entry 3:
Molecular formula: C5H9NO
Method: DFT, the ωB97M-V functional and the def2-TZVPD basis

Geometry (Å):
C (1.95031, 1.10061, 0.18746)
O (0.63269, 0.19647, -0.95269)
C (-0.22579, -0.56801, -0.50106)
C (-1.50003, -0.71890, -1.26176)
C (-0.12192, -1.20478, 0.84737)
C (-0.16583, 1.93227, 0.70961)
N (-1.31950, 1.89286, 0.91342)
H (2.06462, 2.06068, -0.29270)
H (1.94073, 1.12952, 1.26669)
H (2.56687, 0.30908, -0.22947)
H (-1.95491, -1.70610, -1.14937)
H (-1.36393, -0.45593, -2.31216)
H (-2.15594, 0.03665, -0.79619)
H (-0.67233, -0.54092, 1.52817)
H (0.91448, -1.27083, 1.18510)
H (-0.58950, -2.19266, 0.85757)

Properties
- Highest occupied orbital energy: -9.2 eV
- Lowest unoccupied orbital energy: -0.589 eV
- Energy relative to the best compared isomer or geometry (same formula, charge and spin): 5.489 eV
- Max |F|: 1.3 eV/A
- DFT total energy: -325.73583 Ha
- Orbital gap: 8.62 eV

***

Entry 4:
Molecular formula: C21H39CsFIO5PSSi3
Method: DFT, the ωB97M-V functional and the def2-TZVPD basis

Geometry (Å):
C (8.28571, -0.82834, 2.32416)
O (8.65900, -0.80167, 0.95758)
C (8.39655, 0.49963, 0.39995)
C (6.93245, 0.87871, 0.40176)
C (6.07183, -0.05991, -0.43631)
C (4.57643, 0.22448, -0.31203)
C (4.08617, 1.34203, -1.25068)
C (3.06775, 2.32412, -0.63789)
C (1.69564, 2.35904, -1.33941)
C (0.49615, 2.03972, -0.40565)
Si (-0.61292, 0.75113, -1.14495)
I (-1.23458, 1.42705, -3.38925)
O (-2.01673, 0.51312, -0.33335)
Si (-2.15885, -0.04853, 1.20250)
F (-0.63687, -0.24380, 1.66216)
C (-3.01832, 1.13000, 2.31762)
C (-4.51671, 0.86509, 2.31973)
O (-4.94677, 0.62064, 0.98850)
Si (-5.69774, 1.81773, 0.11114)
C (-5.83070, 1.12427, -1.60203)
C (-7.38846, 2.14319, 0.82887)
C (-4.68962, 3.38780, 0.13246)
O (-2.92115, -1.49987, 1.18594)
C (-2.32144, -2.71227, 0.94809)
O (-1.30687, -3.03093, 1.50241)
C (-3.06335, -3.52619, -0.03707)
C (-3.28666, -4.86290, 0.24225)
C (-3.95466, -5.64700, -0.68175)
C (-4.37673, -5.10218, -1.88223)
C (-4.15410, -3.76332, -2.15652)
C (-3.50960, -2.97043, -1.23040)
P (0.53513, -1.20612, -1.40877)
S (-0.24848, -2.44486, -2.70088)
H (9.02388, -1.38929, 2.87540)
H (7.31438, -1.30497, 2.44694)
H (8.22690, 0.17395, 2.74120)
H (8.74791, 0.43912, -0.62720)
H (9.00361, 1.24209, 0.92134)
H (6.52919, 0.92138, 1.41436)
H (6.86966, 1.89485, 0.00779)
H (6.26805, -1.08429, -0.11331)
H (6.38443, 0.00098, -1.47926)
H (4.03907, -0.69662, -0.53425)
H (4.35447, 0.48873, 0.72224)
H (4.95690, 1.90235, -1.59229)
H (3.65578, 0.87993, -2.13735)
H (3.50205, 3.32225, -0.68196)
H (2.94331, 2.10966, 0.42215)
H (1.73502, 1.64582, -2.16423)
H (1.52902, 3.32367, -1.80837)
H (-0.07111, 2.95054, -0.21997)
H (0.88396, 1.68802, 0.54933)
H (-2.80676, 2.15651, 2.02402)
H (-2.61877, 0.98425, 3.32432)
H (-4.74884, -0.01025, 2.92364)
H (-5.04695, 1.70768, 2.77186)
H (-4.84661, 0.79155, -1.93129)
H (-6.47344, 0.24600, -1.57477)
H (-6.22452, 1.85011, -2.30780)
H (-7.98187, 2.72332, 0.12308)
H (-7.33963, 2.69615, 1.76563)
H (-7.90981, 1.20536, 1.01340)
H (-3.67040, 3.19102, -0.19790)
H (-5.14260, 4.10462, -0.55041)
H (-4.65770, 3.83932, 1.12359)
H (-2.94028, -5.28007, 1.17459)
H (-4.13483, -6.68878, -0.46395)
H (-4.87930, -5.72639, -2.60531)
H (-4.48718, -3.34816, -3.09481)
H (-3.34217, -1.92323, -1.43948)
H (0.72930, -1.72934, -0.12146)
H (1.83324, -0.77843, -1.73873)
Cs (9.88117, -3.21884, 2.46329)

Properties
- Highest occupied orbital energy: -9.7 eV
- Lowest unoccupied orbital energy: -3.577 eV
- Max |F|: 3.0 eV/A
- DFT total energy: -3225.63131 Ha
- Charge: +1
- Orbital gap: 6.08 eV

***

Entry 5:
Molecular formula: C4H12N2
Method: DFT, the ωB97M-V functional and the def2-TZVPD basis

Geometry (Å):
N (-1.26517, 0.52672, -1.69599)
C (0.00070, 0.11283, -1.09000)
C (0.58306, -1.05591, -1.87424)
C (-0.08098, -0.28276, 0.38299)
N (-0.09077, 0.89330, 1.26123)
C (0.31205, 0.61887, 2.62547)
H (-1.80148, 1.09353, -1.05563)
H (-1.79090, -0.24457, -2.08606)
H (0.70957, 0.94380, -1.21379)
H (0.54136, -0.95319, -2.96678)
H (-0.03041, -1.94426, -1.75619)
H (1.59872, -1.26367, -1.57404)
H (0.79386, -0.89894, 0.63165)
H (-0.99766, -0.84368, 0.56114)
H (0.37083, 1.69687, 0.86338)
H (-0.36619, -0.13799, 3.02308)
H (1.32326, 0.20836, 2.75268)
H (0.19015, 1.53071, 3.21111)

Properties
- Highest occupied orbital energy (spin up / spin down): 1.6 / -4.8 eV
- Lowest unoccupied orbital energy (spin up / spin down): 4.063 / 4.243 eV
- ⟨S²⟩: 0.75
- Multiplicity: 2
- Energy relative to the best compared isomer or geometry (same formula, charge and spin): 0.432 eV
- Max |F|: 1.3 eV/A
- DFT total energy: -269.03775 Ha
- Charge: -1
- Orbital gap (spin up / spin down): 2.51 / 9.08 eV

***

Entry 6:
Molecular formula: C35H30Cl2N3O8OsS
Method: DFT, the ωB97M-V functional and the def2-TZVPD basis

Geometry (Å):
Os (1.08585, 0.39340, 0.76798)
Cl (2.31881, -1.18166, 7.76276)
C (1.96278, -1.11415, 6.07490)
C (1.61645, -2.31560, 5.38960)
C (1.39592, -2.31076, 4.04994)
C (1.48566, -1.11244, 3.29009)
O (1.34349, -1.18496, 2.02249)
C (1.74958, 0.11094, 3.99421)
C (1.78365, 1.35880, 3.40098)
N (1.54950, 1.68091, 2.12526)
C (1.61839, 3.04037, 1.66080)
C (2.00008, 4.13058, 2.38921)
C (1.99552, 5.41603, 1.80100)
C (1.62680, 5.59635, 0.49947)
C (1.25389, 4.47973, -0.28582)
C (0.88466, 4.55795, -1.64942)
C (0.55238, 3.41867, -2.32672)
C (0.56729, 2.18794, -1.64962)
N (0.90245, 2.09167, -0.38111)
C (1.25274, 3.21465, 0.31031)
C (2.01879, 0.05387, 5.40457)
H (1.53817, -3.23578, 5.95355)
H (1.15298, -3.21944, 3.51583)
H (2.03133, 2.17485, 4.07091)
H (2.31369, 4.03744, 3.41929)
H (2.29945, 6.26180, 2.40178)
H (1.62798, 6.58229, 0.05397)
H (0.87414, 5.52186, -2.14223)
H (0.27759, 3.44114, -3.37110)
H (0.30706, 1.26394, -2.15118)
H (2.26717, 0.96370, 5.93664)
C (-5.48398, 3.80936, -1.19850)
C (-5.10691, 2.35291, -1.17432)
C (-5.40688, 1.55849, -0.07157)
C (-5.12658, 0.20039, -0.07346)
C (-4.51365, -0.36528, -1.18178)
C (-4.18851, 0.41227, -2.28812)
C (-4.48960, 1.76334, -2.27717)
S (-4.28383, -2.11739, -1.27527)
O (-5.12325, -2.73108, -0.28855)
O (-4.37365, -2.46194, -2.65827)
N (-2.74223, -2.43404, -0.81595)
C (-2.41936, -2.71491, 0.58067)
C (-2.34341, -1.48635, 1.49052)
C (-1.25415, -0.53332, 1.12864)
O (-0.88910, 0.39645, 1.89475)
O (-0.60671, -0.62928, 0.04063)
H (-5.59346, 4.20680, -0.19061)
H (-6.43852, 3.93907, -1.71240)
H (-4.74122, 4.40120, -1.73293)
H (-5.88802, 2.00398, 0.79076)
H (-5.41777, -0.42770, 0.75894)
H (-3.74151, -0.05740, -3.15468)
H (-4.26640, 2.37051, -3.14674)
H (-2.03829, -1.91089, -1.31888)
H (-1.46893, -3.24785, 0.59154)
H (-3.20047, -3.37157, 0.95368)
H (-2.17239, -1.79260, 2.52448)
H (-3.28395, -0.93285, 1.46610)
C (3.11145, -5.04323, -1.53730)
C (2.73688, -4.01624, -2.56906)
C (1.89953, -4.31825, -3.63177)
C (1.57178, -3.35758, -4.57713)
Cl (0.53615, -3.77150, -5.90686)
C (2.06543, -2.07404, -4.46835)
C (2.89705, -1.75431, -3.40254)
C (3.22641, -2.71571, -2.46361)
O (4.07645, -2.48708, -1.39731)
C (4.35079, -1.17079, -1.01610)
C (3.14199, -0.44218, -0.47003)
O (3.26731, 0.61190, 0.20079)
O (1.97540, -0.86484, -0.65668)
H (2.61291, -5.99068, -1.73083)
H (2.84100, -4.69831, -0.53798)
H (4.18985, -5.20773, -1.53449)
H (1.48898, -5.31557, -3.72454)
H (1.81153, -1.33125, -5.21197)
H (3.28593, -0.74741, -3.32206)
H (4.78079, -0.57870, -1.83112)
H (5.08090, -1.23086, -0.21093)

Properties
- Highest occupied orbital energy: -10.5 eV
- Lowest unoccupied orbital energy: -4.679 eV
- Energy relative to the best compared isomer or geometry (same formula, charge and spin): 1.288 eV
- Max |F|: 1.5 eV/A
- DFT total energy: -3527.03042 Ha
- Charge: +1
- Orbital gap: 5.84 eV

***

Entry 7:
Molecular formula: C18H24F3N3O5S
Method: DFT, the ωB97M-V functional and the def2-TZVPD basis

Geometry (Å):
C (3.02389, 1.52374, 0.29157)
C (1.93254, 2.45464, 0.79346)
O (0.68055, 2.07553, 0.20652)
C (0.17636, 2.85980, -0.72476)
O (0.51588, 3.97372, -1.00278)
C (-1.14205, 2.22515, -1.30291)
N (-0.90288, 1.70958, -2.62744)
C (0.34437, 1.56729, -3.15676)
O (1.33624, 1.80749, -2.50879)
C (0.35307, 1.07799, -4.58511)
C (-0.00388, -0.40673, -4.66108)
N (-1.74124, 1.23580, -0.43906)
C (-1.08566, 0.09455, -0.06448)
S (-0.08863, -0.81564, -1.13888)
C (0.17195, -2.03043, 0.08684)
C (-0.48678, -1.75304, 1.23681)
C (-1.21736, -0.51987, 1.17111)
C (-1.97025, 0.12537, 2.22942)
O (-2.60846, 1.15693, 2.08096)
O (-1.89666, -0.49716, 3.41445)
C (-2.61327, 0.11344, 4.47612)
C (-0.39028, -2.66830, 2.41749)
C (0.29661, -3.98381, 2.01024)
N (1.44727, -3.81249, 1.14223)
C (2.53386, -3.08265, 1.76385)
C (1.03852, -3.23314, -0.12457)
C (-2.18038, 3.36376, -1.43471)
F (-3.37394, 2.86311, -1.80329)
F (-2.37189, 4.01794, -0.29137)
F (-1.85144, 4.25114, -2.37011)
H (3.98230, 1.82609, 0.70314)
H (3.06255, 1.57095, -0.79347)
H (2.81237, 0.49968, 0.58979)
H (1.79490, 2.36997, 1.87484)
H (2.14351, 3.49291, 0.52345)
H (-1.71824, 1.46704, -3.17200)
H (1.35603, 1.23559, -4.98189)
H (-0.35421, 1.66760, -5.17075)
H (-1.00154, -0.59404, -4.27197)
H (0.03304, -0.74159, -5.69450)
H (0.70280, -0.99314, -4.08001)
H (-2.26328, 1.60413, 0.36970)
H (-2.45634, -0.51710, 5.34753)
H (-2.23821, 1.12266, 4.65891)
H (-3.67586, 0.17574, 4.23209)
H (-1.38534, -2.87657, 2.81189)
H (0.17179, -2.17113, 3.21247)
H (0.61905, -4.52646, 2.90170)
H (-0.41709, -4.61140, 1.46966)
H (2.31060, -2.02177, 1.93973)
H (3.41038, -3.14873, 1.11953)
H (2.77087, -3.55295, 2.71664)
H (1.92641, -2.97230, -0.70541)
H (0.48745, -3.99891, -0.68607)

Properties
- Highest occupied orbital energy: -7.9 eV
- Lowest unoccupied orbital energy: 0.516 eV
- Energy relative to the best compared isomer or geometry (same formula, charge and spin): 0.000 eV
- Max |F|: 0.7 eV/A
- DFT total energy: -1938.61673 Ha
- Orbital gap: 8.41 eV

***

Entry 8:
Molecular formula: C3H4N2S
Method: DFT, the ωB97M-V functional and the def2-TZVPD basis

Geometry (Å):
N (-0.70528, -1.67623, 0.77351)
C (-0.22406, -0.47478, 0.28144)
C (-0.59998, 0.62598, -0.39133)
C (0.44634, 1.58471, -0.66814)
N (1.67376, 1.29194, -0.38237)
S (1.89928, -0.17440, 0.21814)
H (-0.27071, -1.98049, 1.62038)
H (-0.69804, -2.46901, 0.10684)
H (-1.66750, 0.77586, -0.53013)
H (0.14620, 2.49641, -1.02833)

Properties
- Highest occupied orbital energy: -8.6 eV
- Lowest unoccupied orbital energy: 0.593 eV
- Energy relative to the best compared isomer or geometry (same formula, charge and spin): 1.915 eV
- Max |F|: 4.1 eV/A
- DFT total energy: -624.35540 Ha
- Orbital gap: 9.21 eV

***

Copy entry 1 word for word.
Molecular formula: C9H14O
Method: DFT, the ωB97M-V functional and the def2-TZVPD basis

Geometry (Å):
C (1.33122, -0.22023, -3.41369)
C (0.75619, -0.56713, -2.05751)
C (1.23771, 0.10351, -0.93477)
C (0.82853, -0.20560, 0.36321)
C (0.02445, -1.34793, 0.40318)
O (-0.19619, -1.80369, 1.71324)
C (-0.46563, -2.10949, -0.64467)
C (-0.10575, -1.64725, -1.92741)
H (2.20467, -0.82205, -3.67929)
H (1.73352, 0.79286, -3.42393)
H (0.60023, -0.27669, -4.22420)
H (1.79108, 1.01157, -1.13778)
H (1.20486, 0.21708, 1.27299)
H (0.15041, -2.66895, 1.92867)
H (-1.00687, -3.01976, -0.44754)
H (-0.52757, -2.23097, -2.73258)
C (-0.97065, 2.52222, 2.63348)
C (-1.38496, 1.17791, 2.01637)
H (-1.12068, 3.40801, 2.02380)
H (-1.35040, 2.60924, 3.64852)
H (0.12183, 2.51516, 2.67596)
H (-1.67464, 1.30110, 0.97642)
H (-2.37812, 0.78604, 2.35612)
H (-0.80323, 0.47504, 2.61139)

Properties
- Highest occupied orbital energy: -8.6 eV
- Lowest unoccupied orbital energy: 0.890 eV
- Energy relative to the best compared isomer or geometry (same formula, charge and spin): 1.531 eV
- Max |F|: 3.2 eV/A
- DFT total energy: -426.51654 Ha
- Orbital gap: 9.46 eV